# 1
Entry from the Open Molecules 2025 dataset: a cluster of 11 separate species, C38H103N5O11 in total (ωB97M-V/def2-TZVPD).

Geometry (Å):
N (2.4995, 0.6895, -3.9149)
C (-4.3352, -0.3200, 1.1465)
O (-3.7045, -5.7944, 0.5381)
C (-2.3194, -5.5253, 0.6838)
C (-0.7540, 4.6935, 3.6570)
C (-6.4155, 0.9138, -3.7244)
H (-1.6629, 2.6228, -2.1588)
H (-3.8652, -0.6941, 3.1599)
H (0.0057, -1.7250, 0.7324)
H (0.2271, 5.4449, -0.2435)
H (-0.6724, -7.0365, 0.8193)
H (-2.6786, 3.2645, -3.2514)
H (-2.7560, -3.6008, 1.6722)
H (5.2228, 3.5217, -4.2431)
C (-0.2153, 1.7449, -7.7590)
C (-1.2552, -0.9293, -1.4461)
C (3.7589, 1.1691, -3.3269)
H (-6.9500, 1.4233, 3.8479)
H (6.9679, 3.3710, -4.6277)
H (1.6601, -5.0573, 0.2951)
C (2.9837, -3.0947, -3.4858)
C (3.9852, -0.0865, 3.5492)
H (-4.9193, -1.2216, -0.7107)
H (2.0370, 0.3107, 3.6132)
H (0.8339, -3.2890, -4.2426)
H (-3.8167, 0.4802, -2.8905)
H (-0.3906, 0.6738, -4.5632)
H (-5.8165, 0.2699, -4.3683)
C (-4.6265, 3.5447, -1.4807)
C (-3.7158, 2.3957, -1.6795)
H (1.1131, -3.5097, -2.5724)
H (-0.6761, 5.2342, 6.4371)
N (-2.5764, 3.0384, -2.2724)
H (0.8562, 5.3881, 1.3745)
H (-3.3734, 1.8635, -0.7920)
C (3.3515, -6.1249, 4.2231)
H (4.2012, 0.5916, 2.7235)
H (4.7462, 1.0095, -1.2258)
C (2.8073, -4.6245, 4.2623)
O (1.0845, 2.3130, -5.8299)
C (-2.1025, -4.4593, 1.8270)
C (2.0075, -4.4135, 2.9194)
H (4.2591, -6.2204, 3.6272)
H (3.5996, 2.2448, -3.2527)
H (-4.2216, 4.2234, -0.7299)
C (1.6609, 3.7283, 0.2864)
H (0.6607, 1.4686, -0.4651)
H (0.6594, 1.5812, -8.3886)
C (3.3577, -4.4716, -3.9660)
H (0.8560, -0.2882, 1.2529)
H (-5.4181, -2.2140, 0.6473)
H (-1.4073, 0.2869, -5.8977)
H (-2.8380, 2.8514, 2.9605)
H (1.7765, 1.9301, -5.2859)
C (-2.3475, 3.4765, 2.2143)
H (4.6478, 0.9839, -5.2790)
H (3.4790, -0.3606, 6.2099)
H (-2.0145, -5.1569, -0.2957)
C (2.5834, -0.1688, 5.6191)
H (-0.9791, 1.1026, -8.1973)
C (2.7584, 3.5173, 1.3473)
C (2.2190, -4.1702, 0.5931)
O (0.6209, 2.8127, 0.6831)
H (-2.1843, -1.1979, -0.9435)
C (-1.7245, -6.8728, 1.0527)
C (-5.5942, 0.3615, 1.7193)
H (2.3083, -4.6138, 6.2916)
H (2.8777, -3.8585, -0.2176)
H (2.5536, 3.6116, 2.4137)
H (4.2734, -2.4271, -4.7758)
H (-1.8441, -7.1131, 2.1092)
H (1.4440, -3.4039, 0.6074)
H (-4.7246, 4.1365, -2.3908)
H (-2.3435, 2.9584, 1.2553)
H (-1.6009, 3.4163, 5.3197)
C (-0.6197, 3.7712, 5.0044)
H (-0.5356, 2.7868, -7.7598)
H (-1.6154, -0.3585, -2.3020)
H (1.3777, -3.5239, 2.9067)
C (3.9662, 0.5718, -1.8489)
H (0.1857, 5.2437, 3.6076)
H (1.0808, -4.0116, 5.2753)
H (0.9258, 0.4221, -6.5104)
O (6.1965, 1.6818, -4.1578)
H (1.1064, -1.8712, -3.3427)
O (2.8801, -4.2518, 1.8174)
H (-0.6689, -1.7686, -1.8202)
H (-6.0332, -0.5347, 2.1577)
H (3.8748, -6.2788, 5.1669)
H (1.4327, -1.2710, -0.1302)
H (-0.0670, 2.3557, 3.7543)
O (2.8297, 1.8955, 4.3928)
H (4.8340, -0.0318, 4.2309)
H (1.7657, 5.8667, -0.1290)
O (-5.7189, 1.0350, -2.5417)
H (3.8331, -1.1243, 3.2528)
C (-4.6092, -1.5899, 0.2672)
H (-6.6088, 2.7363, 2.7012)
H (1.0278, 4.7108, 6.1356)
C (0.5583, -0.8573, 0.3722)
H (5.9728, 3.0798, -5.8531)
C (4.9905, 0.8721, -4.2504)
H (2.7819, -7.0203, 3.9742)
H (-4.2379, 1.8771, -3.7873)
O (3.4062, -2.2170, -4.4219)
C (2.8715, 0.4888, 4.2914)
C (-0.3979, -0.0966, -0.4955)
H (2.6622, -0.3008, -4.0288)
H (1.3442, -5.2745, 2.8370)
H (-1.2570, 1.9750, -5.1753)
H (2.2335, -1.1539, 5.3106)
H (5.2092, -0.1952, -4.2161)
H (3.6081, -3.8883, 4.3321)
H (1.7629, 0.7553, -3.2270)
N (-3.4120, -0.7190, 2.2576)
H (-3.7066, 0.3670, 0.5799)
H (-5.6615, 3.2603, -1.2909)
H (-7.3537, 0.3844, -3.5580)
H (-5.6700, 2.5801, 4.1755)
H (1.1244, 2.7430, 4.4173)
H (-6.6452, 1.8851, -4.1626)
H (-1.4436, 5.5315, 3.7593)
C (-6.1604, 2.0141, 3.3835)
H (-2.4432, -4.8904, 2.7684)
H (4.2950, -0.4507, -2.0344)
O (0.4945, 0.8071, -1.1407)
N (0.1751, 2.5647, 4.7123)
H (3.0610, -4.7348, -4.9813)
H (-0.0434, 3.2945, 1.1813)
O (-5.1628, 1.4017, 2.6304)
H (3.0830, 0.4802, -1.2168)
N (1.8604, -4.6440, 5.3869)
C (-4.3506, 1.4263, -2.8013)
H (-0.0318, 3.7520, 7.2429)
C (1.0974, 5.1444, 0.3399)
H (4.4370, -4.4602, -4.1177)
H (-1.0952, 0.5104, 0.0820)
H (-1.1259, -3.9812, 1.9022)
H (-2.1384, -7.7343, 0.5287)
C (5.9774, 2.9396, -4.7722)
H (2.9622, -5.1838, -3.2419)
O (-0.9898, 3.8524, 2.5066)
H (3.5468, 4.2242, 1.0887)
H (1.8291, 0.4252, 6.1351)
C (-0.7532, 1.0690, -5.5121)
C (0.2887, 1.3016, -6.4169)
H (-3.7005, -6.5109, -0.1008)
H (1.9546, 3.5941, -0.7547)
H (-3.7262, -2.2262, 0.2076)
H (-6.1472, 0.8081, 0.8929)
H (3.1803, 2.5318, 1.1501)
H (3.3206, -2.7746, -2.4999)
C (1.4383, -2.9066, -3.4201)
C (0.0104, 4.3910, 6.3608)
H (-2.8937, 4.4090, 2.0727)
H (-2.9547, 0.1702, 2.4000)
H (3.0195, 2.2288, 5.2728)

ΔE to the lowest compared entry with this formula, charge and spin = 3.669 eV
Multiplicity = 2
Molar mass = 806.3 g/mol
Frontier orbital gap (spin up / spin down) = 1.3 / 9.3 eV
Largest force on an atom = 4.79 eV Å⁻¹
Total charge = -1
Highest occupied orbital energy (spin up / spin down) = 0.912 / -6.988 eV



# 2
Entry from the Open Molecules 2025 dataset: a cluster of 10 separate species, C38H104N12O12 in total (ωB97M-V/def2-TZVPD).

Geometry (Å):
H (3.4356, -6.1288, -1.4002)
H (-7.5812, 4.2319, 4.4973)
H (-6.2257, 5.0885, 3.7315)
N (-7.0349, 5.8333, -7.4740)
H (2.6810, 10.3164, -0.4858)
H (-8.2700, 2.1766, 3.6501)
N (-2.7773, -2.5537, 0.5965)
C (0.8205, -7.7076, 0.0311)
O (-4.6111, -5.7844, 8.2144)
H (-1.9950, -4.1524, 7.9761)
N (-4.1831, -4.8648, -6.8015)
H (-5.0990, -3.7111, 6.8311)
H (1.8521, -6.7344, -2.2206)
C (-8.1492, -0.2004, 2.1948)
N (0.6270, -0.2046, 6.1729)
C (3.4044, 10.0199, 2.7878)
H (9.9888, 1.5867, -1.9182)
H (5.8265, 11.6665, 3.9564)
H (-4.6701, -6.8388, -4.0368)
H (-8.3624, 1.8254, -5.5294)
C (-4.8410, 6.1760, -6.5271)
H (-1.5842, -7.9994, 1.4365)
H (5.8467, -3.0854, 4.0131)
C (3.3958, 11.0045, 3.9592)
C (-3.8108, -4.8818, 7.8940)
C (-7.6556, 2.5231, -5.0802)
H (-0.3094, -3.7879, -8.9658)
O (1.8912, -6.7591, -0.1945)
C (8.6218, -5.3032, 7.1056)
H (6.3447, -1.1684, -5.9995)
N (-0.9688, -2.2095, -0.4658)
C (-4.0042, -5.2043, -5.3248)
H (-5.8134, -9.0438, -5.6645)
H (4.0370, 10.6282, 4.7563)
O (3.8740, 12.2686, 3.4786)
C (-5.9127, 5.1572, -6.8590)
H (-3.8949, 5.9242, -6.0481)
H (8.0721, 1.0617, -6.2309)
H (-0.5377, 0.5209, 4.6429)
H (-0.5011, -5.5930, -8.8253)
C (7.0154, -4.4392, 4.5662)
O (-7.2023, 0.7482, 2.6146)
H (-1.8482, -4.4089, -9.3561)
H (5.4606, 11.9870, 2.2837)
H (-8.1589, 2.3009, 1.7777)
H (1.3332, -8.1174, 2.1642)
O (-2.6098, -0.7445, -0.7318)
H (3.0340, -7.7867, -1.4288)
O (8.3691, 1.2242, -3.1681)
H (7.8867, -5.2278, 7.9069)
H (-5.4656, 4.5427, -7.6404)
H (-6.7844, 4.9362, -4.8659)
H (-7.8787, 5.2833, -7.3996)
C (-3.4130, -3.6743, -7.2165)
H (-5.5919, 2.5644, 1.3371)
C (1.0487, 6.5991, -0.3395)
H (3.6039, 2.2218, 4.2457)
H (-5.8832, 2.5234, 3.5865)
H (-8.2224, 2.9621, -4.2591)
N (-5.9023, 3.4424, 1.7281)
O (1.9502, 1.1273, 4.1172)
C (6.6644, 0.7221, -4.8491)
C (-2.1455, -1.7595, -0.2097)
C (0.5162, -7.7150, 1.5653)
N (-2.5758, -4.9478, 8.2003)
H (0.8941, 0.3148, 6.9969)
C (0.0476, 0.9037, 5.4789)
H (-0.7131, -9.5490, 1.5508)
H (7.3557, -4.9206, 2.5691)
H (0.5481, 2.5158, 4.1261)
H (5.5987, 13.3967, 3.4713)
H (1.2867, 5.9571, -1.1876)
H (8.6027, 0.7443, -1.2179)
C (-7.0059, 4.3429, 3.5782)
H (-2.3318, -3.3429, 1.0424)
H (6.9741, -0.3581, -3.1010)
H (0.0225, 6.9468, -0.2204)
O (8.8378, -4.1170, 6.3474)
C (7.6112, -3.6369, 5.7525)
H (-5.7536, -6.1988, -5.3659)
O (1.7514, 7.8800, -0.5635)
H (5.4722, -4.3450, 3.3845)
H (8.8454, -4.4522, 3.4313)
H (1.2442, -6.0425, 2.5005)
H (-7.2680, 6.6329, -6.9027)
H (8.2591, -0.5696, -4.3474)
H (-1.1566, 2.4721, 6.0778)
C (2.5753, -6.7981, -1.4076)
H (-8.5223, 0.0568, 1.2035)
C (-0.7302, -8.5104, 1.8810)
H (3.2576, 11.5136, 1.4870)
H (7.8233, 2.1982, -5.2146)
H (0.0061, -7.4523, -0.6469)
H (-0.5461, -2.7819, 0.2510)
C (-1.8928, -3.4484, -6.8170)
N (-4.1689, -3.8265, 7.2074)
H (6.9951, -5.4897, 4.8562)
C (7.7816, -4.2466, 3.3123)
H (-1.5119, -2.5225, -7.2480)
N (2.8686, 10.5868, 1.5856)
H (-5.1785, 6.9404, -5.8272)
H (-9.0038, -0.2728, 2.8675)
H (-3.4572, -3.2293, 6.8113)
H (3.8495, 9.1756, 0.2525)
H (5.0836, 0.1028, -6.1962)
H (-3.5683, -3.5318, -8.2859)
H (1.1118, -8.7128, -0.2738)
C (-4.7521, -6.5155, -5.0745)
H (2.9490, 9.0562, 3.0163)
H (-2.3324, -5.6936, 8.8364)
H (-5.9641, -8.0698, -7.0666)
H (-7.6130, -1.1488, 2.1606)
H (-2.9676, -5.3013, -5.0021)
H (7.5910, -3.2358, 2.9516)
O (-7.2653, 3.3982, -6.0676)
C (-5.2178, -8.5283, -6.4179)
C (1.0419, 1.8755, 4.8571)
C (-7.6877, 2.0750, 2.7343)
H (-3.9804, -2.8623, -6.7617)
H (1.9366, 8.1851, 1.5345)
H (9.7020, -0.1180, -2.2480)
C (1.8299, 8.7332, 0.5984)
C (-6.5874, 3.0455, 2.9388)
N (5.6699, -4.0302, 4.3235)
H (-6.8296, 1.9795, -4.6217)
C (2.9443, 1.9142, 3.4343)
H (-0.9296, -8.6545, 2.9429)
O (-4.2361, -7.5597, -5.9289)
H (-5.4225, 3.8015, -5.1483)
N (0.3372, -6.3601, 2.1897)
C (7.6498, 0.1443, -3.7932)
H (5.1862, -0.8755, -4.7844)
H (1.5079, -0.2862, 5.6856)
C (-0.9778, -4.6171, -8.7339)
H (-1.6280, -3.3227, -5.7671)
H (-4.7081, -9.2720, -7.0304)
H (3.6025, 1.3091, 2.8108)
H (-3.6815, -2.2331, 0.9121)
H (-3.6993, -5.6759, -7.1594)
H (5.9766, 1.3850, -4.3242)
C (5.8029, -0.3549, -5.5171)
C (5.3074, 12.3611, 3.2960)
H (6.9402, -3.4906, 6.5989)
H (-4.5831, -4.4609, -4.7766)
H (-7.6914, 4.8767, 2.9200)
C (2.9116, 9.7131, 0.3922)
H (-0.1574, -6.5616, 3.0470)
C (-6.2757, 4.3092, -5.5982)
C (-0.8765, 1.5296, 6.5483)
H (-4.6411, 6.8000, -7.3982)
N (7.3054, 1.5486, -5.7889)
H (2.3368, 10.9389, 4.2086)
C (9.2128, 0.8470, -2.1153)
H (2.5891, 2.7894, 2.8901)
H (-6.4764, 3.8124, 0.9840)
H (-0.4203, -1.6511, -1.1041)
H (1.2725, 6.1137, 0.6104)
H (1.4192, 2.6129, 5.5655)
H (-0.3278, 1.8049, 7.4490)
H (4.4819, 9.9702, 2.6308)
H (0.8059, 9.1042, 0.6422)
O (-1.1860, -4.6409, -7.2704)
H (9.6209, -5.5797, 7.4424)
H (7.7600, -2.5917, 5.4811)
H (-1.8442, 1.0332, 6.6211)
H (8.2473, -6.1576, 6.5418)

SMILES = COC[C@H](C)N.COC[C@H](C)N.COC[C@H](C)N.COC[C@H](C)N.COC[C@H](C)N.COC[C@H](C)N.COCCNCCOC.COCCNCCOC.NC(N)=O.NC(N)=O
ΔE to the lowest compared entry with this formula, charge and spin = 5.353 eV
Molar mass = 921.3 g/mol
Frontier orbital gap = 8.6 eV
Largest force on an atom = 6.01 eV Å⁻¹
Highest occupied orbital energy = -8.548 eV



# 3
Entry from the Open Molecules 2025 dataset: a cluster of 10 separate species, C38H105N9O10 in total (ωB97M-V/def2-TZVPD).

Geometry (Å):
C (4.0346, 3.4395, 6.2075)
N (-0.9608, 4.7132, 2.4342)
H (4.6502, -3.3358, -3.1284)
C (-6.6041, -3.1313, 0.5040)
H (-2.5151, -4.4839, -0.4025)
N (6.1251, -3.6629, 1.1813)
H (-1.9764, 1.9797, -6.4418)
C (-0.7517, -4.5313, 3.0814)
H (-7.9334, -4.3496, -0.4711)
N (-1.2149, 2.6206, -6.2089)
N (1.5207, 1.5744, 3.4214)
C (-2.0811, 3.8202, 2.6956)
O (4.3374, -3.5515, -1.0995)
C (-6.6801, -1.9514, -0.4407)
O (0.9986, 0.5040, 0.8471)
H (-1.2199, -6.3201, 3.9769)
H (-1.6576, -2.2292, -0.7794)
H (0.6774, 1.9007, 3.9146)
H (-0.6892, 2.0262, -5.5625)
C (1.4234, 0.8944, -2.5887)
H (1.8349, 3.9616, -1.1899)
H (-0.7503, -4.1921, 0.9823)
C (-4.1468, -2.3798, 2.4939)
H (-0.1423, -0.8602, -0.1012)
H (-2.0224, -2.6796, -6.3863)
H (2.5882, -1.5038, 1.1047)
H (-1.1014, -1.5286, -4.3450)
H (0.8813, -2.4934, -3.3969)
H (-0.6587, -3.7848, -6.3351)
H (3.3513, -0.5306, 3.0126)
H (-0.3944, 4.4500, 1.6279)
H (-2.7452, -2.1938, -2.1459)
H (-1.2916, 4.7889, 5.1764)
O (0.4649, 5.0290, -0.0640)
H (-3.6568, 4.7198, -5.0642)
H (-1.2002, -1.2840, -2.2036)
H (1.1770, -3.4675, 2.9189)
H (-3.7767, 2.9507, -5.1937)
C (-1.6555, 2.2963, -2.0802)
H (-3.1140, 4.4322, 0.9150)
C (-2.9055, -5.2621, 0.2570)
H (6.8310, -3.2885, 0.5323)
C (5.5023, -4.8519, 0.4894)
C (5.3810, 0.1494, -0.9347)
C (0.3401, 6.0986, -1.0134)
C (-1.3583, -3.5376, -3.7676)
N (-7.8973, -3.8593, 0.4223)
H (0.9681, 1.0124, -1.6013)
C (4.3103, 0.3122, -1.9471)
C (-1.7066, 2.5692, 3.4366)
H (-0.3503, 4.8530, 3.2290)
H (6.2001, 0.8547, -1.0939)
C (3.5780, 0.2909, 3.6854)
H (5.0403, 0.2427, 0.1023)
H (-0.9378, 3.6021, 6.4553)
H (0.7105, 1.2031, -3.3551)
H (-0.3667, 3.9180, -3.8797)
H (2.0507, 2.4398, 3.2825)
H (-7.3482, -2.1707, 2.2582)
H (3.4020, -4.4978, 0.8646)
H (-1.0604, -4.5557, -4.0218)
N (-1.3447, -5.3272, 4.1609)
H (3.6182, -0.5307, -1.9548)
H (-2.4569, -3.4875, -3.8824)
H (1.3195, -5.0904, 2.4901)
H (-4.2608, -2.7053, 3.5425)
H (-2.6186, 2.0182, 3.7479)
H (-0.7863, 2.7989, -1.6344)
H (-7.5027, -1.2904, -0.1687)
C (-6.4280, -2.6731, 1.9560)
C (1.7402, 4.4058, -0.1883)
H (-1.0364, 7.1170, -3.2682)
N (-1.9467, 6.5847, -0.0503)
C (-1.7959, 3.7561, -5.4300)
N (0.7226, -2.4280, -4.4053)
H (-2.6550, -6.2785, -0.0771)
H (-2.7808, 4.4070, 3.3008)
H (5.7989, -0.8585, -1.0086)
C (5.2681, -4.5858, -0.9774)
C (-0.9637, -2.7486, -6.1310)
H (-1.5692, 7.4454, 0.3682)
H (-3.9988, -5.2217, 0.1884)
H (4.7550, 2.7182, 6.6309)
H (1.0710, -4.6702, 4.2378)
C (-1.1333, 6.3305, -1.2542)
H (1.7140, -0.1402, -2.8116)
C (-1.4402, 3.7499, 5.5041)
H (0.8571, 6.9960, -0.6413)
H (6.2037, -4.2806, -1.4788)
H (-6.9000, -2.3362, -1.4464)
C (2.3433, 0.8326, 4.3764)
H (-0.8223, 8.3495, -2.0536)
C (-1.4435, 3.6989, -3.9725)
C (-0.7108, -2.5115, -4.6294)
H (-1.4755, 5.4247, -1.7596)
H (-3.4816, 2.7668, 1.4544)
H (1.7240, 1.8805, 6.1430)
H (4.2908, -5.0691, 2.2714)
C (0.7930, -4.4522, 3.2141)
H (5.4386, 1.1367, -3.4582)
H (3.8371, -6.2037, 1.0035)
H (-1.9437, 3.1487, 0.6747)
H (-1.6713, 5.9060, 0.6734)
H (1.2998, 0.6677, 1.7788)
H (4.6498, 4.2126, 5.7477)
H (0.8260, 5.7319, -1.9275)
N (4.9279, 0.2727, -3.2842)
H (-2.4288, 7.7163, -2.1897)
H (-2.0022, 4.4765, -3.4386)
O (-5.3476, -1.7609, 2.0832)
H (-2.5265, 3.6234, 5.6247)
C (3.4880, 1.5727, -1.7192)
H (-5.7812, -3.7829, 0.1723)
H (1.6378, -2.8089, 0.5568)
H (-0.4098, -2.0440, -6.7383)
O (-1.7859, 2.4360, -3.4930)
C (4.1837, -5.1849, 1.1912)
H (4.2478, 0.2011, -4.0309)
H (5.4273, -2.9100, 1.1325)
C (-2.7096, 3.5265, 1.3649)
O (-2.5145, -5.0810, 1.5973)
C (0.5741, -0.8553, 0.7258)
H (-2.5778, 2.6335, -1.5910)
H (3.3298, 1.1374, 6.2991)
H (-1.4342, 4.6999, -5.8612)
H (1.6997, 3.5258, 0.4653)
H (2.5763, 5.0528, 0.0811)
C (-1.6764, -2.2139, -1.8692)
H (-2.3448, -5.1555, 4.1722)
H (-1.5123, 1.2349, -1.8565)
H (1.8102, -0.0460, 4.7647)
C (3.8367, -3.4411, -2.3843)
H (4.3086, -0.0221, 4.4402)
H (2.9771, 1.4140, -0.7504)
O (2.5099, 1.7910, -2.6794)
H (3.2020, -2.5771, -2.5723)
H (4.1012, 1.0741, 3.1250)
O (3.2706, 2.8542, 5.2047)
H (-7.8908, -4.6183, 1.1058)
H (-0.6926, -5.9407, 1.4746)
H (4.9052, -5.4870, -1.4956)
H (3.2677, -4.3097, -2.7633)
C (-1.1214, -4.9473, 1.6879)
H (6.2095, -5.6810, 0.5674)
H (1.1562, -3.2797, -4.7704)
H (-6.2178, -3.5199, 2.6261)
C (2.6596, 1.6644, 5.6036)
H (0.0638, -1.1769, 1.6436)
H (-3.5872, 3.9755, -6.6565)
H (3.4239, 3.8488, 7.0177)
O (-0.9161, 2.8079, 4.5817)
C (-1.3832, 7.4306, -2.2846)
H (4.1200, 2.4565, -1.6147)
C (1.7635, -1.7291, 0.4085)
O (-1.0599, -3.3511, -2.4203)
H (-3.2977, -1.7275, 2.3294)
H (-1.1171, -3.5026, 3.2023)
H (-1.1721, 1.8307, 2.8343)
H (2.2492, -1.5749, -0.5532)
H (-3.9877, -3.3276, 1.9582)
H (-5.7381, -1.4167, -0.5321)
C (-3.3056, 3.8425, -5.6152)

SMILES = COC[C@H](C)N.COC[C@H](C)N.COC[C@H](C)N.COC[C@H](C)N.COC[C@H](C)N.COC[C@H](C)N.COC[C@H](C)N.COC[C@H](C)N.COC[C@H](C)N.CCO
ΔE to the lowest compared entry with this formula, charge and spin = 0.815 eV
Molar mass = 848.3 g/mol
Frontier orbital gap = 9.4 eV
Largest force on an atom = 2.20 eV Å⁻¹
Highest occupied orbital energy = -8.846 eV